Entry 1:
Computed, not measured: 7 unconnected molecules or ions with the total composition C30H58F2NO28P2S6Si in a non-equilibrium geometry, with ωB97M-V/def2-TZVPD.

```
128
Properties=species:S:1:pos:R:3:forces:R:3
C -3.6535 0.4881 2.3762 0.1 -0.7 -0.1
C -3.6264 -1.0137 2.0163 -0.3 0.2 0.0
P -1.9282 -1.6939 1.8310 1.0 0.3 0.8
C -2.1241 -3.5113 2.0155 -0.2 -0.2 -0.4
C -1.3236 -1.4962 0.0526 -0.7 0.2 -1.6
C 0.2116 -1.2613 -0.0388 -0.6 -0.7 1.1
F 0.6381 -1.5548 -1.2937 0.3 0.5 0.0
F 0.4751 0.0717 0.2164 0.1 -0.1 -0.2
C 1.0127 -2.0944 0.9763 0.4 -0.2 -0.1
C 2.1945 -2.8738 0.3676 0.1 0.0 0.6
Si 3.7926 -1.9245 0.0618 0.2 -0.3 -0.5
C 4.3586 -2.3672 -1.6880 -0.3 0.4 0.6
C 5.1843 -2.4563 1.2218 -0.3 0.4 0.0
C 3.6510 -0.0523 0.2172 0.0 0.0 -0.1
C 3.3720 0.6281 1.4048 0.1 -0.3 -0.1
C 3.3271 2.0085 1.4373 0.0 0.7 0.4
C 3.5690 2.7724 0.3048 0.0 -0.5 -0.6
C 3.8193 2.1073 -0.8942 0.1 0.4 0.3
C 3.8647 0.7236 -0.9198 0.0 0.1 -0.4
O -1.5897 -2.5572 -0.8374 0.1 -0.1 0.7
P -3.2657 -2.5738 -1.3009 -1.4 -1.1 -1.0
N -3.2481 -4.3798 -1.4365 0.0 0.2 0.3
C -2.9338 -2.2562 -3.1673 0.2 0.3 -0.4
C -3.9594 -1.3506 -3.8385 -0.2 0.2 -0.2
O -3.4590 -0.0184 -4.0537 0.1 0.0 0.0
O -3.2888 -0.8131 -1.0810 0.0 0.1 1.1
C -2.1144 -0.3103 -0.5837 0.3 0.3 -1.3
O -1.4074 0.2357 -1.7229 0.1 0.0 0.4
H -2.7127 0.7794 2.8486 -0.1 0.1 0.0
H -4.4581 0.6324 3.0978 -0.1 0.4 -0.2
H -3.7960 1.0818 1.4736 -0.1 0.2 0.2
H -4.2888 -1.2308 1.1799 0.1 0.0 -0.1
H -4.0380 -1.5467 2.8796 0.2 -0.2 0.0
H -3.1802 -3.7241 2.1822 0.1 -0.1 0.2
H -1.8609 -4.0340 1.0928 0.0 0.2 -0.1
H -1.4988 -3.9131 2.8124 -0.1 0.1 0.2
H 1.3696 -1.4106 1.7480 -0.1 0.0 0.0
H 0.3779 -2.8090 1.4997 -0.2 0.1 -0.2
H 1.9017 -3.3937 -0.5458 -0.1 0.1 0.0
H 2.4441 -3.6650 1.0864 0.1 0.0 0.0
H 4.3619 -3.4565 -1.7503 0.2 0.0 -0.2
H 5.3531 -1.9489 -1.8507 0.0 -0.2 -0.3
H 3.6448 -1.9628 -2.4079 0.1 -0.1 -0.1
H 5.2280 -3.5378 1.3529 0.1 0.0 0.1
H 6.1339 -2.0821 0.8315 0.0 -0.1 0.0
H 5.0366 -1.9635 2.1872 0.0 -0.2 0.1
H 3.2027 0.0749 2.3222 0.0 0.0 0.0
H 3.1303 2.5236 2.3725 -0.1 -0.2 0.1
H 3.5730 3.8568 0.3200 0.0 -0.1 0.1
H 4.0196 2.6762 -1.7935 -0.1 0.0 0.0
H 4.0710 0.2571 -1.8766 0.0 -0.1 0.1
H -4.6823 -2.6309 -1.6675 0.0 0.4 0.1
H -3.7135 -2.7753 0.0358 0.5 0.3 0.1
H -3.5986 -4.7019 -2.3276 0.3 -0.1 -0.1
H -2.3258 -4.7565 -1.2557 0.0 -0.1 -0.3
H -2.9755 -3.2008 -3.7216 0.1 -0.1 0.3
H -1.9537 -1.8191 -3.3833 0.0 0.0 0.2
H -4.8876 -1.2967 -3.2541 0.1 -0.1 0.1
H -4.2324 -1.7516 -4.8272 0.0 -0.1 0.1
H -4.2050 0.5334 -4.3019 0.0 0.0 0.0
H -2.2250 0.5414 0.0977 -0.4 -0.3 0.3
H -1.1280 1.1207 -1.4757 0.2 0.0 -0.1
C -6.8796 2.3359 -0.5219 -0.1 0.1 -0.4
C -6.7320 3.7566 -0.0185 0.4 0.0 0.2
O -7.8845 3.9605 0.8195 -0.2 -0.2 -0.3
S -8.2748 2.5788 1.5308 0.3 0.1 -0.2
O -7.7211 2.5654 2.8361 -0.2 -0.1 0.1
O -9.6553 2.3338 1.3070 -0.1 0.1 0.1
O -7.4031 1.6210 0.6032 0.0 0.0 0.2
H -7.6016 2.2712 -1.3384 0.0 0.0 0.0
H -5.9358 1.8963 -0.8362 0.0 -0.2 0.2
H -6.7185 4.4896 -0.8198 -0.2 0.1 0.1
H -5.8376 3.8708 0.5968 0.0 0.0 0.0
C -1.2972 -8.9678 3.8118 -0.3 -0.2 0.1
C -1.9320 -7.9811 2.8554 0.3 0.1 -0.4
O -2.1786 -6.8184 3.6502 0.7 -0.7 0.1
S -1.0397 -6.6742 4.7558 -0.1 0.0 -0.2
O -0.0416 -5.7723 4.3063 0.1 0.0 0.1
O -1.6480 -6.5322 6.0283 0.0 0.1 0.0
O -0.4444 -8.1675 4.6325 0.1 0.1 -0.2
H -2.0453 -9.4448 4.4497 0.0 0.0 0.0
H -0.7146 -9.7312 3.3023 0.2 0.1 0.1
H -2.8653 -8.3419 2.4315 -0.1 0.2 0.1
H -1.2474 -7.7099 2.0485 0.0 0.0 0.0
C 5.6269 5.1648 -3.1329 -0.1 0.2 -0.4
C 6.4828 6.3737 -2.8232 0.4 -0.2 0.3
O 5.5634 7.3483 -2.2978 -0.3 -0.1 -0.3
S 4.3961 6.5959 -1.5084 0.4 -0.1 -0.1
O 4.7098 6.6034 -0.1210 -0.4 0.1 0.1
O 3.1460 7.0518 -1.9998 -0.1 0.2 0.3
O 4.6731 5.1339 -2.0555 0.2 -0.1 0.1
H 5.0861 5.2845 -4.0714 0.0 0.0 0.0
H 6.2026 4.2449 -3.1606 -0.1 -0.1 0.2
H 6.9909 6.7682 -3.6969 -0.2 0.2 0.0
H 7.2165 6.1492 -2.0469 0.0 0.0 0.0
C 9.8530 4.9632 -7.6721 -0.2 0.2 -0.3
C 10.0767 6.2834 -6.9641 0.4 -0.1 0.1
O 8.9318 6.4194 -6.1091 -0.2 -0.1 -0.3
S 8.4577 4.9765 -5.6109 0.3 0.0 -0.2
O 8.9913 4.7413 -4.3167 -0.2 -0.1 0.1
O 7.0697 4.8478 -5.8735 -0.1 0.1 0.2
O 9.2821 4.1127 -6.6669 0.2 0.1 0.2
H 9.1352 5.0610 -8.4882 0.0 0.0 0.0
H 10.7738 4.5273 -8.0488 0.0 -0.2 0.2
H 10.1357 7.1254 -7.6472 -0.2 0.1 0.1
H 10.9711 6.2571 -6.3388 0.0 0.0 0.0
C -7.5448 -5.3481 4.5150 -0.2 0.3 0.0
C -7.1042 -5.5403 3.0783 0.0 -0.4 0.0
O -5.9573 -4.7023 2.9488 -0.1 0.3 0.2
S -5.1566 -4.6444 4.3327 -0.1 -0.1 -0.2
O -4.0863 -5.5755 4.2767 -0.7 0.5 0.4
O -4.9607 -3.2850 4.6771 0.1 0.0 0.0
O -6.3237 -5.2604 5.2559 0.1 -0.2 -0.1
H -8.0948 -4.4134 4.6425 0.0 0.0 0.0
H -8.1450 -6.1761 4.8837 0.2 -0.1 0.1
H -7.8635 -5.2468 2.3590 0.1 0.2 -0.1
H -6.8012 -6.5729 2.8874 -0.1 0.0 0.0
C 2.0985 5.6437 1.9784 0.4 -0.4 0.0
C 0.9391 5.8769 1.0535 -0.2 0.6 -0.3
O -0.1932 5.3066 1.7239 0.3 -0.2 0.4
S 0.0023 5.4662 3.3092 0.1 0.0 -0.2
O -0.7124 6.6102 3.7550 0.0 0.0 0.1
O -0.1803 4.1989 3.9140 -0.1 0.0 0.1
O 1.5657 5.8363 3.2982 -0.4 0.2 -0.2
H 2.4639 4.6210 1.9064 0.0 0.0 0.0
H 2.9173 6.3344 1.7960 0.0 0.1 0.2
H 1.0765 5.4113 0.0812 -0.2 -0.2 0.1
H 0.7507 6.9449 0.9221 0.0 0.0 -0.1
```
Forces are in eV/Å.

Computed properties:
- Net charge: -1
- E: -187767.91389 eV

***

Entry 2:
Computed, not measured: a molecular structure, C10F30KLiN5O20S10 in a non-equilibrium geometry, with ωB97M-V/def2-TZVPD.

```
77
Properties=species:S:1:pos:R:3:forces:R:3
K 0.5388 -2.3396 3.9487 0.2 0.3 -0.5
Li 0.7775 2.3631 -0.5134 0.0 -0.2 0.1
C -1.9587 7.1781 1.6772 -0.2 0.4 0.5
F -1.0868 7.3330 0.6743 0.1 -0.2 -0.1
F -2.3605 5.9148 1.7304 0.0 -0.1 -0.2
F -1.3223 7.4549 2.8213 0.1 0.0 -0.1
S -3.3323 8.3743 1.3904 -0.5 0.1 1.1
O -2.6981 9.6608 1.4728 0.3 0.0 -0.1
O -3.9334 8.0091 0.1545 0.0 -0.5 -0.7
N -4.2623 8.0626 2.6867 0.4 0.9 -0.9
S -5.2886 9.2851 2.8263 -0.1 -0.6 1.4
O -4.8175 10.4028 3.5940 0.1 0.1 0.1
O -6.0504 9.5417 1.6532 -0.5 0.4 -0.9
C -6.5200 8.5061 3.9706 0.6 -0.4 0.2
F -7.4401 9.4087 4.3425 0.0 -0.1 -0.2
F -7.1383 7.4676 3.4116 -0.2 0.1 -0.1
F -5.9183 8.0574 5.0830 -0.1 0.1 0.1
C 3.0455 0.4516 4.5935 0.0 -0.5 -0.2
F 3.6510 1.6266 4.6044 0.0 0.2 0.2
F 2.4171 0.2590 5.7644 -0.2 0.1 0.0
F 2.1272 0.4583 3.6159 0.0 0.0 0.3
S 4.3074 -0.8635 4.2834 -0.5 -0.2 -0.2
O 5.0553 -0.2842 3.2107 -0.1 -0.1 -0.3
O 5.0148 -1.0962 5.4989 -0.3 0.0 0.7
N 3.3028 -2.1132 3.8639 1.2 1.5 0.1
S 4.1439 -2.9275 2.7637 0.4 -2.1 -0.1
O 4.2395 -2.3398 1.4752 -0.1 0.4 -0.4
O 5.3016 -3.5563 3.3459 -0.1 0.4 -0.1
C 3.0304 -4.3869 2.4713 0.1 0.8 0.4
F 3.7147 -5.3210 1.8717 0.1 -0.3 -0.2
F 2.5261 -4.8910 3.6263 -0.2 0.1 -0.1
F 1.9995 -4.0105 1.7046 -0.4 -0.2 0.1
C -1.6473 0.7320 -4.6214 -0.3 0.1 0.4
F -1.6406 2.0697 -4.7070 0.1 -0.2 -0.2
F -1.0339 0.2290 -5.6971 0.0 0.1 0.1
F -0.9397 0.3905 -3.5353 0.1 0.1 -0.1
S -3.3679 0.0462 -4.4968 -0.3 1.8 0.3
O -3.9081 0.2295 -5.8069 0.2 -0.4 -0.6
O -3.1986 -1.2528 -3.9369 0.2 -0.6 -0.1
N -3.9854 1.1487 -3.4773 0.2 -1.1 -0.4
S -5.2785 0.5477 -2.7819 -0.2 -0.4 0.0
O -6.0859 -0.2965 -3.6213 -0.1 0.0 -0.3
O -5.0577 0.0646 -1.4580 0.2 0.3 0.8
C -6.2989 2.0701 -2.6055 0.8 0.4 0.4
F -6.9247 2.3555 -3.7385 -0.1 0.2 -0.2
F -7.2074 1.8864 -1.6504 -0.3 -0.1 0.1
F -5.5471 3.1263 -2.2409 -0.2 -0.1 -0.2
C 3.9943 -5.2749 -1.6564 -0.1 -0.6 -0.2
F 3.6953 -4.8773 -2.8984 -0.1 0.2 0.1
F 4.1740 -4.2136 -0.8877 0.0 0.2 0.1
F 2.9597 -5.9811 -1.1794 -0.1 0.2 0.0
S 5.5045 -6.3280 -1.6534 -0.4 0.2 -0.3
O 6.5669 -5.4227 -1.9717 0.2 0.1 -0.3
O 5.5210 -6.9613 -0.3698 0.1 -0.2 0.5
N 5.0574 -7.3114 -2.8313 0.9 -0.3 0.5
S 5.8295 -8.7078 -2.8342 -0.3 1.1 -0.9
O 7.2351 -8.6401 -2.5683 0.4 0.0 0.3
O 5.0712 -9.7815 -2.2862 -0.3 -0.7 0.3
C 5.7506 -8.9769 -4.6535 0.2 -0.1 0.2
F 6.2614 -10.1925 -4.9387 -0.2 0.0 -0.1
F 4.4930 -8.9269 -5.0756 -0.3 -0.2 -0.3
F 6.4575 -8.0846 -5.3500 0.0 0.1 0.1
C 0.7679 -1.5493 -1.2062 0.4 0.1 0.4
F 1.4894 -1.0344 -2.2066 -0.3 -0.1 0.0
F -0.5001 -1.5946 -1.5349 0.1 -0.1 -0.1
F 1.2235 -2.7610 -0.9080 -0.1 0.1 -0.2
S 1.0836 -0.4996 0.3146 -0.6 0.4 0.0
O 0.7880 -1.3115 1.4462 -0.4 -0.8 0.5
O 2.3961 -0.0051 0.1773 1.2 0.9 -0.6
N 0.0567 0.7732 0.2316 0.1 -0.8 0.1
S -1.3229 0.4325 1.0220 -1.1 -0.2 1.0
O -2.0325 -0.6966 0.5281 0.1 -0.5 -0.5
O -1.1897 0.4871 2.4600 0.3 0.6 -0.4
C -2.3704 1.8523 0.4754 -0.3 -0.3 0.8
F -3.5899 1.6040 0.9303 0.2 0.3 0.0
F -1.9147 2.9978 1.0137 0.1 0.1 -0.2
F -2.4004 1.9529 -0.8313 0.2 0.2 -0.5
```
Forces are in eV/Å.

Computed properties:
- Relative energy (zero: lowest compared OMol25 entry of this formula, charge and spin): 0.0 kJ/mol
- Net charge: -3
- E: -265178.85930 eV

***

Entry 3:
Computed, not measured: 7 unconnected molecules or ions with the total composition C34H48N6O5 in a non-equilibrium geometry, with ωB97M-V/def2-TZVPD.

```
93
Properties=species:S:1:pos:R:3:forces:R:3
C 1.1453 -0.4787 3.7056 0.1 -0.3 -0.6
C 1.9335 0.1085 2.5306 -0.5 -0.2 0.3
C 2.0334 1.6142 2.7351 0.7 -0.2 0.2
C 1.3556 -0.2780 1.1495 0.2 0.4 0.5
C -0.1371 -0.5021 1.0966 0.8 0.5 -0.2
O -0.4769 -1.8360 1.5042 -0.5 -0.1 1.2
C -1.7703 -2.0939 1.2220 0.4 0.4 0.6
O -2.1696 -2.0353 0.1269 -0.9 0.0 -4.0
O -2.6572 -2.3703 2.1610 0.2 -0.1 1.9
C -2.8422 -1.3154 3.1248 -0.3 0.0 0.3
C -3.3550 0.0026 2.5147 0.3 -0.2 0.7
C -2.7626 1.2042 3.2604 -0.7 0.0 -0.2
C -2.5206 2.3955 2.3847 0.8 0.2 2.0
O -2.6480 2.4221 1.2269 -0.5 -0.1 -2.7
O -2.0950 3.5208 3.0684 0.1 -0.1 0.4
H 0.1589 -0.0277 3.7456 -0.2 0.2 0.2
H 0.9919 -1.5400 3.5537 0.0 -0.3 0.2
H 1.6577 -0.3085 4.6427 0.1 0.1 0.2
H 2.9262 -0.3246 2.5995 0.3 0.1 -0.1
H 1.0911 2.0652 3.0371 -0.3 0.1 -0.3
H 2.7281 1.8061 3.5487 0.0 0.1 0.2
H 2.4606 2.1153 1.8730 -0.2 0.2 -0.2
H 1.5593 0.5535 0.4774 0.0 0.1 -0.2
H 1.9109 -1.1122 0.7365 -0.2 -0.4 -0.1
H -0.4769 -0.2807 0.0928 -0.3 -0.4 -0.2
H -0.6337 0.1991 1.7660 -0.1 0.1 0.1
H -1.9548 -1.1821 3.7372 0.4 0.0 -0.2
H -3.5978 -1.6790 3.8065 -0.1 -0.4 0.1
H -4.4237 0.0368 2.6764 -0.3 -0.1 -0.3
H -3.2105 0.0700 1.4420 0.3 0.0 -0.1
H -1.8397 0.9795 3.7848 0.3 -0.1 0.1
H -3.4661 1.5186 4.0254 0.0 0.2 0.3
H -1.1324 3.5042 3.1550 -0.1 0.1 0.0
C -7.3702 -0.2657 -0.6057 0.0 0.0 0.0
C -7.5038 -1.5826 -0.0858 0.1 0.0 0.1
C -6.2380 -2.0674 0.1146 0.1 0.0 0.0
N -5.3496 -1.1013 -0.2681 0.0 0.1 0.0
C -6.0294 0.0006 -0.7036 0.1 0.0 0.0
H -8.1661 0.4093 -0.8759 0.0 0.0 0.0
H -8.4204 -2.1104 0.1185 0.0 0.0 0.0
H -5.8936 -3.0143 0.4946 0.0 0.0 0.0
H -4.3476 -1.1894 -0.2323 0.0 -0.2 0.0
H -5.5033 0.8764 -1.0448 0.0 0.0 0.0
C 5.4427 1.3972 -2.6352 0.0 -0.1 0.0
C 4.6600 2.5572 -2.3944 0.0 0.1 0.1
C 3.3529 2.1563 -2.3063 -0.1 0.0 0.0
N 3.3165 0.8007 -2.4871 0.0 0.0 0.1
C 4.5847 0.3296 -2.6839 0.0 0.0 0.0
H 6.5133 1.3539 -2.7571 0.0 0.0 0.0
H 5.0172 3.5694 -2.2980 0.0 0.0 -0.1
H 2.4486 2.7164 -2.1325 0.0 0.0 -0.1
H 2.4849 0.2372 -2.4760 0.0 0.0 0.0
H 4.7645 -0.7210 -2.8413 0.0 0.0 0.0
C 10.2818 -1.3930 -0.7610 0.0 0.0 0.0
C 9.9295 -0.1923 -0.0875 0.0 0.0 0.0
C 8.6545 0.1299 -0.4682 -0.1 0.0 0.0
N 8.2247 -0.8263 -1.3471 0.0 0.0 0.0
C 9.2087 -1.7599 -1.5277 0.0 0.0 -0.1
H 11.2154 -1.9256 -0.6893 0.0 0.0 0.0
H 10.5423 0.3692 0.5978 0.0 0.0 0.0
H 8.0179 0.9535 -0.1921 0.0 0.0 0.0
H 7.3241 -0.8391 -1.7908 0.0 0.0 0.1
H 9.0609 -2.6004 -2.1843 0.0 0.0 0.0
C -11.1406 -3.8350 -2.9252 0.0 0.0 0.0
C -9.8603 -3.3993 -2.4862 0.0 0.0 0.0
C -9.8905 -2.0319 -2.4329 -0.1 0.1 -0.1
N -11.1367 -1.6247 -2.8265 0.0 -0.1 0.0
C -11.9059 -2.7174 -3.1242 0.0 0.1 0.0
H -11.4617 -4.8522 -3.0765 0.0 0.0 0.0
H -9.0146 -4.0189 -2.2378 0.0 0.0 0.0
H -9.1381 -1.3182 -2.1531 0.1 0.0 0.0
H -11.4403 -0.6702 -2.8871 0.0 0.0 0.0
H -12.9257 -2.6052 -3.4508 0.0 0.0 0.0
C 1.6681 -3.9768 -0.3775 0.0 0.0 0.2
C 2.9050 -4.1285 -1.0595 0.0 0.0 -0.1
C 2.6764 -3.8315 -2.3779 0.0 0.0 0.0
N 1.3510 -3.5074 -2.5128 0.0 0.1 0.0
C 0.7324 -3.5842 -1.2935 -0.1 -0.1 0.0
H 1.4801 -4.1388 0.6713 0.0 0.0 0.0
H 3.8491 -4.4259 -0.6340 0.0 0.0 0.0
H 3.3372 -3.8249 -3.2283 0.0 0.0 0.0
H 0.9024 -3.2505 -3.3734 0.0 0.0 0.0
H -0.3162 -3.3712 -1.1673 0.0 0.0 -0.1
C 3.6017 7.2770 -0.1237 0.0 0.0 0.0
C 4.9765 7.0200 0.1249 0.0 0.0 0.0
C 5.1568 5.6642 0.0573 0.0 -0.1 0.0
N 3.9452 5.0922 -0.2188 0.0 0.0 0.0
C 2.9932 6.0685 -0.3346 0.0 -0.1 0.0
H 3.1164 8.2384 -0.1464 0.0 0.0 0.0
H 5.7444 7.7474 0.3291 0.0 0.0 0.0
H 6.0390 5.0591 0.1817 0.0 0.0 0.0
H 3.7815 4.1057 -0.3220 0.1 0.0 0.0
H 1.9688 5.8200 -0.5556 0.0 0.0 0.0
```
Forces are in eV/Å.

Computed properties:
- SMILES string: CC(C)CCOC(=O)OCCCC(=O)O.c1cc[nH]c1.c1cc[nH]c1.c1cc[nH]c1.c1cc[nH]c1.c1cc[nH]c1.c1cc[nH]c1
- Net charge: 0
- E: -55212.63597 eV

***

no.,gap between HOMO and LUMO (eV)
1,5.2
2,7.2
3,8.2